Here is C34H30F4IrN5O6S as an isolated structure from OMol25. Energies are from ωB97M-V/def2-TZVPD.

Calculated total energy ... -2940.5029 Ha
Orbital gap (alpha / beta) ... 7.00 / 5.48 eV
Relative energy (zero: lowest compared OMol25 entry of this formula, charge and spin) ... 9.9 kJ/mol
LUMO level (alpha / beta) ... -3.633 / -5.136 eV
Maximum force ... 0.6 eV/A

Structure (ORCA input):
```
! RIJCOSX wB97M-V def2-TZVPD def2/J DEFGRID3
* xyz 1 2
Ir -0.952 1.021 -0.052
C 1.312 2.652 2.191
C -0.125 3.111 2.321
N -0.967 2.884 1.106
C -0.542 3.847 0.055
C -1.240 3.586 -1.276
C -2.405 3.155 1.468
C -3.150 1.847 1.618
N -2.874 1.126 0.374
C -3.733 0.108 -0.044
C -3.900 -0.099 -1.418
F -3.303 0.739 -2.288
C -4.670 -1.128 -1.916
F -4.756 -1.285 -3.242
C -5.361 -1.974 -1.071
C -5.256 -1.750 0.285
F -5.913 -2.535 1.142
C -4.462 -0.736 0.796
F -4.401 -0.580 2.119
H 1.370 1.565 2.176
H 1.876 3.007 3.053
H 1.800 3.043 1.299
H -0.167 4.184 2.535
H -0.604 2.591 3.141
H 0.531 3.740 -0.076
H -0.738 4.866 0.401
H -1.375 2.510 -1.508
H -0.648 3.992 -2.095
H -2.242 4.004 -1.329
H -2.867 3.701 0.649
H -2.441 3.780 2.361
H -4.222 2.046 1.697
H -2.841 1.309 2.516
H -5.978 -2.772 -1.459
O -1.815 -1.669 3.050
S -0.695 -0.885 2.639
O -0.527 0.438 3.153
N -0.698 -0.717 0.958
C -0.940 -1.859 0.234
C -1.068 -3.194 0.675
C -1.172 -4.196 -0.259
C -1.149 -3.949 -1.650
C -1.028 -2.667 -2.119
C -1.009 -2.259 -3.514
C -0.769 -0.991 -3.847
C -0.494 0.030 -2.795
N -0.927 -0.338 -1.501
C -0.965 -1.625 -1.165
C 0.780 -1.807 2.911
C 1.946 -1.461 2.240
C 3.107 -2.165 2.510
C 3.094 -3.193 3.446
C 1.923 -3.525 4.111
C 0.750 -2.833 3.844
H -1.101 -3.441 1.723
H -1.275 -5.215 0.087
H -1.232 -4.776 -2.344
H -1.197 -3.004 -4.277
H -0.752 -0.662 -4.876
H -0.870 1.017 -3.059
H 1.941 -0.661 1.509
H 4.024 -1.913 1.993
H 4.004 -3.739 3.655
H 1.919 -4.325 4.838
H -0.175 -3.081 4.346
O 1.012 0.186 -2.766
C 1.629 0.781 -1.776
O 1.090 1.299 -0.790
C 3.106 0.799 -1.912
C 3.729 0.253 -3.032
C 5.109 0.275 -3.128
C 5.831 0.841 -2.095
C 5.238 1.389 -0.973
C 3.858 1.365 -0.885
N 7.312 0.858 -2.190
O 7.805 0.445 -3.217
O 7.920 1.341 -1.259
H 3.137 -0.185 -3.822
H 5.628 -0.136 -3.981
H 5.854 1.818 -0.196
H 3.358 1.779 -0.021
*
```

=====

Here is a 5-piece molecular cluster, C34H30FN3O17 overall from OMol25. Energies are from ωB97M-V/def2-TZVPD.

Calculated total energy ... -2856.7677 Ha
Structure (SMILES) ... CCN(CC[C@H](C#N)[C@H](F)C#N)C(C)=O.O=C1C=C(O)C(=O)C=C1O.O=C1C=C(O)C(=O)C=C1O.O=C1C=C(O)C(=O)C=C1O.O=C1C=C(O)C(=O)C=C1O
Orbital gap ... 7.50 eV
LUMO level ... -1.824 eV
Maximum force ... 0.7 eV/A

Structure (ORCA input):
```
! RIJCOSX wB97M-V def2-TZVPD def2/J DEFGRID3
* xyz 0 1
C 0.300 2.044 3.085
C -0.147 0.617 3.402
N -0.361 -0.161 2.176
C -0.850 -1.519 2.430
C -2.260 -1.779 1.881
C -3.195 -0.569 2.019
C -4.581 -1.055 1.945
N -5.662 -1.433 1.886
C -3.006 0.528 0.943
F -4.185 1.247 0.777
C -2.591 -0.026 -0.349
N -2.237 -0.465 -1.347
C 0.797 -0.135 1.322
C 2.088 -0.733 1.832
O 0.738 0.368 0.230
H -0.209 2.415 2.200
H 1.373 2.042 2.941
H 0.040 2.679 3.927
H -1.110 0.662 3.911
H 0.560 0.131 4.083
H -0.843 -1.719 3.503
H -0.183 -2.264 1.993
H -2.225 -2.146 0.860
H -2.680 -2.588 2.479
H -3.081 -0.149 3.017
H -2.240 1.223 1.278
H 2.837 0.055 1.797
H 2.403 -1.501 1.132
H 2.009 -1.120 2.843
C -3.811 1.358 -7.240
C -4.799 1.028 -6.407
C -4.548 0.426 -5.055
O -5.522 0.173 -4.370
C -3.174 0.181 -4.654
C -2.178 0.507 -5.490
C -2.434 1.127 -6.839
O -1.469 1.402 -7.526
O -0.895 0.316 -5.212
O -6.085 1.191 -6.720
H -3.992 1.784 -8.216
H -3.000 -0.263 -3.683
H -0.399 0.644 -5.987
H -6.598 0.867 -5.953
C 4.303 2.836 5.991
C 4.795 3.670 6.916
C 4.954 5.146 6.659
O 5.393 5.826 7.566
C 4.578 5.666 5.356
C 4.091 4.830 4.429
C 3.916 3.358 4.696
O 3.456 2.675 3.798
O 3.727 5.218 3.215
O 5.178 3.279 8.123
H 4.186 1.775 6.163
H 4.706 6.723 5.176
H 3.411 4.419 2.752
H 5.487 4.083 8.585
C -7.414 -2.900 -9.190
C -6.649 -1.807 -9.046
C -5.169 -1.830 -9.355
O -4.524 -0.806 -9.220
C -4.578 -3.081 -9.797
C -5.347 -4.168 -9.936
C -6.824 -4.141 -9.649
O -7.443 -5.175 -9.820
O -4.887 -5.346 -10.334
O -7.139 -0.651 -8.628
H -8.473 -2.895 -8.975
H -3.517 -3.091 -10.002
H -5.659 -5.946 -10.349
H -6.410 -0.005 -8.592
C 7.652 -2.614 6.549
C 8.369 -2.241 5.480
C 7.852 -1.239 4.480
O 8.580 -0.949 3.551
C 6.525 -0.681 4.681
C 5.812 -1.058 5.748
C 6.335 -2.043 6.758
O 5.612 -2.308 7.701
O 4.593 -0.599 6.012
O 9.578 -2.711 5.211
H 8.014 -3.331 7.272
H 6.156 0.028 3.953
H 4.315 -1.032 6.844
H 9.866 -2.271 4.387
*
```

=====

Here is a 5-piece molecular cluster, C34H31F4NO4 overall from OMol25. Energies are from ωB97M-V/def2-TZVPD.

Calculated total energy ... -2069.3300 Ha
Structure (SMILES) ... CN(C)C(=O)CC1=C(O)C(=O)C=CC1=O.Fc1ccccc1.Fc1ccccc1.Fc1ccccc1.Fc1ccccc1
Orbital gap ... 7.78 eV
LUMO level ... -1.355 eV
Maximum force ... 1.0 eV/A

Structure (ORCA input):
```
! RIJCOSX wB97M-V def2-TZVPD def2/J DEFGRID3
* xyz 0 1
C -0.493 4.106 2.317
N -1.435 3.549 1.341
C -2.650 3.035 2.008
C -0.826 2.469 0.658
O 0.064 1.797 1.120
C -1.320 2.242 -0.749
C -0.881 0.896 -1.229
C -0.278 0.678 -2.399
O 0.006 1.653 -3.315
C 0.170 -0.706 -2.751
O 0.276 -1.075 -3.899
C 0.482 -1.596 -1.602
C -0.142 -1.393 -0.445
C -1.120 -0.282 -0.351
O -2.086 -0.322 0.383
H -0.841 5.101 2.600
H 0.490 4.232 1.877
H -0.406 3.505 3.226
H -2.387 2.504 2.926
H -3.179 2.339 1.357
H -3.309 3.871 2.234
H -0.852 3.006 -1.375
H -2.396 2.403 -0.825
H -0.713 1.729 -3.954
H 1.215 -2.378 -1.755
H 0.040 -2.004 0.429
F 7.058 0.746 -3.112
C 5.815 0.830 -2.599
C 5.627 1.511 -1.413
C 4.344 1.596 -0.892
C 3.277 1.002 -1.553
C 3.494 0.322 -2.746
C 4.772 0.235 -3.280
H 6.473 1.962 -0.912
H 4.179 2.133 0.034
H 2.279 1.073 -1.138
H 2.670 -0.141 -3.270
H 4.962 -0.284 -4.210
F 2.241 5.455 3.127
C 3.061 4.444 3.495
C 3.132 3.314 2.705
C 3.973 2.283 3.098
C 4.721 2.392 4.262
C 4.628 3.538 5.040
C 3.793 4.578 4.657
H 2.533 3.241 1.807
H 4.041 1.389 2.491
H 5.372 1.583 4.564
H 5.206 3.624 5.950
H 3.708 5.482 5.245
F -7.336 -2.307 2.911
C -6.025 -2.611 3.018
C -5.124 -1.989 2.177
C -3.777 -2.301 2.290
C -3.358 -3.230 3.235
C -4.283 -3.844 4.068
C -5.632 -3.534 3.965
H -5.477 -1.273 1.446
H -3.061 -1.813 1.639
H -2.307 -3.474 3.322
H -3.957 -4.569 4.802
H -6.371 -3.995 4.607
F -0.266 -5.839 -2.847
C -1.057 -5.283 -3.790
C -2.212 -5.939 -4.164
C -3.021 -5.356 -5.129
C -2.665 -4.143 -5.704
C -1.496 -3.506 -5.310
C -0.682 -4.076 -4.343
H -2.468 -6.884 -3.705
H -3.933 -5.853 -5.432
H -3.299 -3.696 -6.458
H -1.210 -2.562 -5.754
H 0.228 -3.591 -4.020
*
```